(1)
The following is a DFT calculation (ωB97M-V with the def2-TZVPD basis set) of a cluster of 2 separate species, C4H10OS3 in total at a distorted geometry.

Element x y z (Å)
C1 -1.1915 -0.6920 0.4836
C2 0.8568 0.5645 0.9424
C3 0.1649 2.1370 -0.4956
C4 0.2951 -0.7085 0.3989
O1 -0.4699 1.6517 -1.6304
S1 1.6688 2.9594 -1.0155
S2 1.0415 -1.9958 1.5788
S3 0.8536 -1.2647 -1.2958
H1 -1.6727 -1.5890 0.0434
H2 -1.6113 0.1417 -0.0239
H3 -1.4584 -0.5900 1.6014
H4 1.8495 0.5862 1.2292
H5 0.0723 0.7612 1.7557
H6 -0.4794 2.8965 0.1778
H7 0.2728 1.5253 -2.2823
H8 2.4886 2.3043 -0.1758
H9 0.0436 -2.7937 1.9771
H10 1.9756 -0.5891 -1.0982

- E_tot: -38859.8224 eV
- LUMO level: 0.48 eV
- E_HOMO: -8.5 eV
- ΔE to the lowest compared entry with this formula, charge and spin: 240.1 kJ/mol

These are the Löwdin partial charges, in e, on atoms 1 to 5:
1 C -0.1905
2 C -0.1476
3 C -0.6149
4 C -1.1616
5 O -0.1631

---

(2)
The following is a DFT calculation (ωB97M-V with the def2-TZVPD basis set) of a structure of composition C16H28HfIO2P2 at a distorted geometry.

Element x y z (Å)
C1 2.7427 0.0149 -3.4770
C2 1.9358 -0.9950 -2.8918
H1 3.2772 -0.3550 -4.3865
H2 3.4888 0.3683 -2.7246
H3 2.0995 0.8663 -3.7656
O1 1.5456 -2.0891 -2.7351
I1 1.5103 3.4666 -0.3084
Hf1 0.4431 0.9935 -0.2543
P1 -1.3153 1.1371 -2.1275
C3 -2.6213 -0.1330 -2.1847
C4 -2.3181 2.6676 -2.1275
H4 -2.9985 2.6667 -2.9912
H5 -1.5248 1.5225 -4.4978
H6 -1.6673 3.5480 -2.1797
H7 0.1516 1.7906 -3.9314
H8 -2.9487 -0.3710 -1.1657
H9 -2.9101 2.7276 -1.2040
C5 -0.7254 1.1376 -3.8490
H10 -3.4769 0.2402 -2.7610
H11 -0.4598 0.1215 -4.1606
H12 -2.2248 -1.0466 -2.6390
P2 2.1153 -0.4075 1.0762
C6 1.4578 -1.9036 1.8787
C7 3.5933 -1.0465 0.2256
H13 3.1730 1.4496 2.2251
H14 3.8040 -0.1376 2.7761
H15 2.2100 0.4579 3.3520
C8 2.8987 0.4216 2.4963
H16 4.0208 -0.2555 -0.4052
H17 4.3223 -1.3376 0.9970
H18 2.2513 -2.3802 2.4653
H19 1.0569 -2.5876 1.1246
H20 3.3397 -1.9136 -0.3965
H21 0.6326 -1.6228 2.5432
C9 -0.1398 -1.1350 -0.6446
O2 -0.4823 -2.2464 -0.8081
C10 -0.9362 1.5419 1.3731
C11 -1.5095 0.3909 2.1701
C12 -0.9150 0.0002 3.3862
C13 -1.4125 -1.0913 4.0978
C14 -2.5521 -1.7681 3.6338
C15 -3.1297 -1.3885 2.4211
C16 -2.6408 -0.2991 1.7102
H22 -1.7390 2.1131 0.8659
H23 -0.3643 2.2317 2.0278
H24 -0.0291 0.5464 3.7319
H25 -0.9247 -1.4106 5.0147
H26 -2.9898 -2.5804 4.2130
H27 -3.9935 -1.9369 2.0323
H28 -3.1207 0.0161 0.7788

- E_tot: -49097.0391 eV
- LUMO level (alpha / beta): -12.93 / -12.93 eV
- Net charge: +3
- E_HOMO (alpha / beta): -17.3 / -17.3 eV

These are the Löwdin partial charges, in e, on atoms 1 to 5:
1 C 0.0686
2 C -0.0268
3 H 0.1819
4 H 0.1431
5 H 0.1118

---

(3)
The following is a DFT calculation (ωB97M-V with the def2-TZVPD basis set) of a cluster of 2 separate species, C4H4O in total at a distorted geometry.

Element x y z (Å)
C1 1.3275 -0.4682 0.2768
C2 -2.2737 0.2386 0.0325
C3 2.1198 0.4489 -0.0675
C4 -1.4367 -0.7310 -0.1028
O1 -3.2592 0.8558 0.0562
H1 2.8924 0.3263 0.8256
H2 2.4119 1.2926 -0.6726
H3 -1.0139 -0.9309 -1.1366
H4 -0.7682 -1.0321 0.7885

- E_tot: -6254.4507 eV
- LUMO level: -0.08 eV
- E_HOMO: -9.0 eV
- ΔE to the lowest compared entry with this formula, charge and spin: 475.5 kJ/mol

These are the Löwdin partial charges, in e, on atoms 1 to 5:
1 C 0.0461
2 C -0.3038
3 C -0.1408
4 C -0.0618
5 O 0.1512

---

(4)
The following is a DFT calculation (ωB97M-V with the def2-TZVPD basis set) of a structure of composition C40H36N6O4PPbS3 at a distorted geometry.

Element x y z (Å)
Pb1 1.5952 -0.3723 -0.9722
N1 3.0928 3.0706 -3.6908
C1 2.3867 2.2599 -2.8872
S1 2.5047 0.5635 -3.2551
N2 1.6547 2.8022 -1.9682
N3 0.9800 2.0296 -1.0952
C2 0.0288 2.6275 -0.4650
C3 -0.8199 2.0740 0.5650
C4 -1.2799 2.9676 1.5417
C5 -2.0313 2.5502 2.6188
C6 -2.3463 1.2056 2.7390
C7 -1.9614 0.3124 1.7582
C8 -1.2213 0.7222 0.6515
O1 -0.9402 -0.1525 -0.3367
H1 3.5515 2.6849 -4.4965
H2 3.0313 4.0632 -3.5573
H3 -0.1280 3.6847 -0.6888
H4 -1.0149 4.0112 1.4563
H5 -2.3554 3.2586 3.3646
H6 -2.9106 0.8483 3.5854
H7 -2.2202 -0.7295 1.8535
O2 0.1387 -3.0521 -3.5013
C9 -0.8531 -2.4720 -3.1558
O3 -0.7555 -1.5585 -2.1266
C10 -2.2192 -2.5782 -3.6474
C11 -2.6561 -3.3307 -4.7331
C12 -4.0030 -3.2840 -5.0398
C13 -4.8751 -2.4995 -4.2951
C14 -4.4269 -1.7515 -3.2185
C15 -3.0866 -1.7967 -2.8852
P1 -2.1237 -0.9419 -1.5092
C16 -2.8210 -2.0029 -0.1978
C17 -1.9905 -2.9826 0.3358
C18 -2.4804 -3.8564 1.2895
C19 -3.7877 -3.7346 1.7323
C20 -4.6099 -2.7487 1.2085
C21 -4.1357 -1.8919 0.2294
C22 -2.5836 0.7351 -2.0499
C23 -2.0226 1.1812 -3.2394
C24 -2.2238 2.4896 -3.6356
C25 -2.9940 3.3388 -2.8557
C26 -3.5785 2.8777 -1.6883
C27 -3.3676 1.5734 -1.2749
H8 -1.9634 -3.9213 -5.3142
H9 -4.3884 -3.8561 -5.8674
H10 -5.9188 -2.4673 -4.5654
H11 -5.1135 -1.1362 -2.6571
H12 -0.9591 -3.0403 0.0238
H13 -1.8418 -4.6295 1.6923
H14 -4.1624 -4.4014 2.4943
H15 -5.6247 -2.6496 1.5634
H16 -4.7760 -1.1275 -0.1836
H17 -1.4129 0.5166 -3.8357
H18 -1.7767 2.8496 -4.5495
H19 -3.1277 4.3684 -3.1502
H20 -4.1886 3.5367 -1.0892
H21 -3.7935 1.2145 -0.3500
N4 2.7486 -2.4555 -2.3046
N5 3.9940 -2.8441 -1.8079
C28 4.7403 -2.0800 -0.9911
N6 5.9689 -2.5397 -0.6958
S2 4.2493 -0.6486 -0.2601
H22 2.0875 -3.2291 -2.3426
H23 2.8129 -2.0610 -3.2448
H24 4.4462 -3.6504 -2.2333
H25 6.4448 -3.1910 -1.2981
H26 6.5338 -1.9486 -0.1095
O4 1.5674 -0.3655 1.6513
S3 2.8421 -0.3158 2.4212
C29 2.3236 -0.2888 4.1590
C30 3.1647 -0.8944 5.0794
C31 2.7721 -0.9725 6.4045
C32 1.5525 -0.4406 6.7930
C33 0.7190 0.1627 5.8642
C34 1.0978 0.2310 4.5334
C35 3.3615 1.4170 2.2839
C36 4.7083 1.7240 2.2180
C37 5.0896 3.0311 1.9663
C38 4.1303 4.0164 1.7918
C39 2.7851 3.6995 1.8800
C40 2.3974 2.3938 2.1208
H27 4.1080 -1.3098 4.7552
H28 3.4068 -1.4587 7.1302
H29 1.2415 -0.5135 7.8235
H30 -0.2316 0.5716 6.1738
H31 0.4428 0.6607 3.7884
H32 5.4423 0.9470 2.3642
H33 6.1372 3.2808 1.9060
H34 4.4344 5.0294 1.5769
H35 2.0339 4.4656 1.7647
H36 1.3542 2.1243 2.1635

- E_tot: -106233.1932 eV
- LUMO level: -2.18 eV
- Net charge: +1
- E_HOMO: -9.6 eV
- ΔE to the lowest compared entry with this formula, charge and spin: 11.2 kJ/mol

These are the Löwdin partial charges, in e, on atoms 1 to 5:
1 Pb 1.1133
2 N 0.0739
3 C -0.8803
4 S 0.5082
5 N -0.0263

---

(5)
The following is a DFT calculation (ωB97M-V with the def2-TZVPD basis set) of the molecule C6H10O.

Element x y z (Å)
C1 2.3962 0.0201 0.6155
O1 1.0992 -0.4143 0.9656
C2 0.3820 -0.8784 -0.1314
C3 -0.3961 0.0098 -1.0798
C4 -1.1866 1.1765 -0.4709
C5 -1.6607 0.2376 0.6765
C6 -1.0898 -0.9464 -0.1064
H1 2.8527 0.4198 1.5250
H2 2.3719 0.8049 -0.1557
H3 3.0150 -0.8132 0.2456
H4 0.8266 -1.7556 -0.6144
H5 -0.2496 -0.1538 -2.1478
H6 -2.0550 1.3515 -1.1244
H7 -0.7122 2.1386 -0.2108
H8 -2.7387 0.1544 0.8502
H9 -1.1690 0.4220 1.6396
H10 -1.6859 -1.7735 -0.4764

- E_tot: -8429.1982 eV
- LUMO level: 1.11 eV
- SMILES string: CO[C@@H]1[C@@H]2CC[C@@H]21
- E_HOMO: -9.2 eV
- ΔE to the lowest compared entry with this formula, charge and spin: 197.0 kJ/mol

These are the Löwdin partial charges, in e, on atoms 1 to 5:
1 C -0.0950
2 O -0.1345
3 C -0.3013
4 C -0.1577
5 C -0.1262

---

(6)
The following is a DFT calculation (ωB97M-V with the def2-TZVPD basis set) of a cluster of 4 separate species, CH9NO3 in total at a distorted geometry.

Element x y z (Å)
C1 -2.2842 -0.2144 0.2461
N1 -1.4716 -1.1515 -0.3944
H1 -2.2214 -0.3469 1.3472
H2 -2.0325 0.8684 0.1452
H3 -3.3519 -0.2604 0.0074
H4 0.8615 0.9405 -0.5344
H5 -0.3046 0.1243 -0.8861
O1 0.2937 0.7836 -1.3023
H6 2.8808 -1.5413 0.0719
H7 -2.1091 -1.7895 -0.8755
O2 2.1359 -0.9610 0.1953
H8 2.3751 0.0245 0.4264
H9 2.7714 2.0562 1.1270
O3 2.4568 1.4675 0.4260

- E_tot: -8807.5844 eV
- LUMO level: -5.21 eV
- E_HOMO: -8.6 eV
- ΔE to the lowest compared entry with this formula, charge and spin: 774.1 kJ/mol

These are the Löwdin partial charges, in e, on atoms 1 to 5:
1 C -0.1628
2 N 0.1782
3 H 0.1401
4 H 0.1272
5 H 0.0860

---

(7)
The following is a DFT calculation (ωB97M-V with the def2-TZVPD basis set) of a cluster of 14 separate species, C4H34NO15 in total at a distorted geometry.

Element x y z (Å)
C1 2.7288 0.7042 -1.8542
N1 1.3673 0.9968 -1.4228
C2 -0.3929 0.3350 0.1967
C3 0.9237 1.0940 0.0281
C4 1.7383 0.3366 1.0713
O1 1.5483 0.8291 2.1632
O2 2.5251 -0.5681 0.7535
H1 3.1373 -0.1929 -2.1357
H2 3.4207 1.0238 -1.0335
H3 2.8246 1.4730 -2.7437
H4 0.8337 0.3241 -2.0417
H5 -1.0381 0.6838 -0.5565
H6 -0.4330 -0.7167 0.2234
H7 -0.7592 0.7287 1.2484
H8 0.9456 2.2421 0.2599
H9 -3.6353 -1.8484 0.0566
H10 -4.2057 -1.7289 -1.2497
O3 -3.3135 -1.9508 -0.8688
H11 0.5516 -0.0406 3.0402
H12 -0.5606 -0.1454 4.0533
O4 -0.1244 -0.7095 3.4153
H13 0.3674 -0.4368 -3.7035
H14 -0.7579 0.6213 -3.7486
O5 -0.1578 0.1558 -4.3221
H15 0.9570 2.8283 -2.0511
H16 -0.0013 3.0251 -3.3034
O6 0.7852 3.4751 -2.8298
H17 -2.3855 2.8277 -2.5106
H18 -2.4110 2.1590 -1.1667
O7 -3.0557 2.3965 -1.9323
H19 0.0944 -4.0958 -1.0147
H20 -0.9495 -2.9924 -0.4349
O8 -0.5342 -3.8777 -0.3496
H21 -3.8413 0.3579 -0.0346
H22 -3.2583 -0.4300 1.2734
O9 -4.0331 -0.0913 0.7075
H23 0.9183 -1.2043 -0.9056
H24 1.8435 -2.2835 -1.5335
O10 1.0101 -1.7864 -1.5863
H25 -1.2775 -0.6085 2.1288
H26 -2.3664 -1.6376 2.8333
O11 -2.1952 -1.0217 2.1407
H27 1.0470 -2.8959 2.5944
H28 2.1494 -2.0188 2.3725
O12 1.9212 -2.9820 2.3857
H29 -1.0190 3.5023 0.1590
H30 -1.6209 2.2620 0.8486
O13 -1.9017 3.0990 0.3940
H31 3.1569 -1.8755 0.0203
H32 2.7621 -3.3648 -0.1430
O14 3.2968 -2.7243 -0.5754
H33 0.6040 3.5271 2.7063
H34 0.2291 2.1362 2.8949
O15 -0.1310 2.8810 2.6177

- E_tot: -36902.4331 eV
- LUMO level: 2.46 eV
- Net charge: -1
- E_HOMO: -6.4 eV
- ΔE to the lowest compared entry with this formula, charge and spin: 624.2 kJ/mol

These are the Löwdin partial charges, in e, on atoms 1 to 5:
1 C -0.1208
2 N -0.1185
3 C -0.0372
4 C -0.2408
5 C -0.6782

---

(8)
The following is a DFT calculation (ωB97M-V with the def2-TZVPD basis set) of a cluster of 2 separate species, C3H8O2 in total.

Element x y z (Å)
C1 0.4644 1.0931 -1.6365
C2 -0.1706 0.4047 -0.4600
C3 0.5084 0.2927 0.8292
O1 0.4378 -0.8263 -0.0605
H1 1.5545 1.0285 -1.5662
H2 0.1728 2.1484 -1.6671
H3 0.1519 0.6233 -2.5746
H4 -1.2613 0.3706 -0.4472
H5 1.5044 0.7171 0.9492
H6 -0.0852 0.1790 1.7342
O2 -1.4784 -1.9125 1.6737
H7 -0.9043 -1.8097 0.8950
H8 -0.8944 -2.3089 2.3308

- E_tot: -7334.5558 eV
- LUMO level: 1.04 eV
- SMILES string: C[C@@H]1CO1.O
- E_HOMO: -10.7 eV
- ΔE to the lowest compared entry with this formula, charge and spin: 144.2 kJ/mol

These are the Löwdin partial charges, in e, on atoms 1 to 5:
1 C -0.0418
2 C -0.3447
3 C -0.1174
4 O -0.0857
5 H 0.0851